# 1
C3H6N2O2 | ωB97M-V/def2-TZVPD

Last column: natural (NBO) charge in e.
Element x y z (Å)
1 O 1.79118 -1.04429 2.55250  -0.575
2 O -1.11396 0.76058 -0.23729  -0.539
3 N 0.60857 0.28556 1.15606  -0.657
4 N 1.11209 1.02446 -0.98754  -0.683
5 C -1.67195 -0.32762 -0.97345  -0.250
6 C 0.24836 0.71699 -0.11611  0.689
7 C 1.64982 -0.55620 1.45009  0.539
8 H -1.54074 -0.17397 -2.04947  0.179
9 H -1.21565 -1.27850 -0.67368  0.183
10 H 0.63688 1.26328 -1.85493  0.353
11 H 2.29080 -0.76449 0.58201  0.140
12 H -0.05378 0.42597 1.90359  0.419
13 H -2.74162 -0.33177 -0.75180  0.204

Force components x, y, z for each atom (eV/Å):
O 0.0834 0.3410 -0.6795
O 0.1302 0.3133 0.0239
N -0.1242 0.0104 0.2177
N -0.5547 -0.2093 0.2714
C -0.1976 -0.0606 -0.1687
C 0.3829 0.0277 -0.2311
C 0.1291 -0.3655 0.5175
H 0.0685 -0.0606 0.1087
H -0.1179 0.1281 -0.0160
H 0.0895 -0.0097 -0.0742
H 0.0506 0.0412 0.0795
H -0.1574 -0.0908 -0.0483
H 0.2176 -0.0652 -0.0008

**HOMO energy**: -10.26 eV
**Structure (SMILES)**: [H]/N=C(/NC=O)OC
**HOMO-LUMO gap**: 0.402 Ha
**ΔE to the lowest compared entry with this formula, charge and spin**: 1.7498 eV
**F_max**: 0.76 eV/Å

# 2
H18O9 | ωB97M-V/def2-TZVPD

Last column: natural (NBO) charge in e.
Element x y z (Å)
1 O -1.62991 3.31978 0.82727  -0.982
2 O -0.05754 -0.19944 0.96091  -0.992
3 O 1.96339 -1.99573 -0.28173  -0.962
4 O -1.47074 -3.04095 1.59741  -0.927
5 O 0.85113 3.54012 -0.50724  -0.979
6 O -0.39125 -3.14560 -1.72122  -0.952
7 O -0.16193 -0.40232 -2.47812  -0.955
8 O 3.01136 1.79670 -0.04266  -0.974
9 O -2.65009 0.69525 1.61074  -0.979
10 H -1.83173 2.40597 0.59405  0.497
11 H -1.81872 0.19847 1.56077  0.502
12 H 2.88204 -1.70985 -0.27547  0.497
13 H 0.40073 0.64705 0.92268  0.496
14 H -2.24529 3.52389 1.53511  0.492
15 H 0.02455 3.38151 -0.03093  0.504
16 H -0.78844 0.28304 -2.23263  0.467
17 H -3.26268 0.20874 1.05237  0.474
18 H 3.15256 1.14389 -0.73253  0.457
19 H 1.09869 4.43749 -0.27074  0.479
20 H 2.28337 2.34601 -0.37275  0.500
21 H 1.93323 -2.72865 0.34309  0.482
22 H -0.33299 -1.12584 -1.85982  0.479
23 H 0.61447 -0.84746 0.71091  0.495
24 H -1.05319 -3.88742 1.77711  0.465
25 H -0.74709 -2.45721 1.35484  0.462
26 H 0.46800 -2.77467 -1.49366  0.478
27 H -0.24194 -3.61277 -2.54777  0.478

Force components x, y, z for each atom (eV/Å):
O 0.2166 0.0837 -0.3422
O -0.0426 -0.0848 0.0962
O -0.2303 -0.1860 0.2374
O 0.0358 -0.0196 0.0846
O 0.1855 -0.1308 -0.1802
O 0.0195 -0.1055 0.2466
O 0.1156 0.0894 0.0908
O 0.0370 -0.3145 0.0554
O 0.0180 0.1978 -0.1534
H -0.3588 -0.2178 0.3116
H -0.0231 -0.1088 -0.0026
H 0.0375 0.1321 -0.0737
H 0.1584 0.0373 0.0000
H 0.0319 -0.0558 0.1026
H -0.1689 0.2446 0.1604
H 0.0122 0.0686 0.0086
H -0.0349 -0.1104 0.0488
H 0.0358 0.0400 -0.1088
H 0.0174 0.0436 0.0050
H -0.1689 0.2177 0.0836
H 0.1202 -0.1234 -0.0053
H -0.2594 0.1095 -0.2849
H 0.1744 0.2096 -0.2418
H -0.0620 -0.0837 -0.0195
H -0.1167 0.1391 0.0004
H 0.3183 -0.1253 -0.0156
H -0.0683 0.0533 -0.1041

**HOMO energy**: -11.01 eV
**Structure (SMILES)**: O.O.O.O.O.O.O.O.O
**HOMO-LUMO gap**: 0.398 Ha
**ΔE to the lowest compared entry with this formula, charge and spin**: 1.8853 eV
**F_max**: 0.52 eV/Å

# 3
C2H3NOS2 | ωB97M-V/def2-TZVPD

Last column: natural (NBO) charge in e.
Element x y z (Å)
1 S 2.43306 -0.73862 -0.06458  0.086
2 S -1.88361 -0.56314 -0.09725  0.173
3 O 1.17767 1.66269 0.15704  -0.517
4 N -0.23473 -0.02695 0.02302  -0.618
5 C 0.85573 -0.94161 -0.14891  -0.145
6 C 0.02094 1.38231 -0.23083  0.509
7 H -0.91433 2.09240 -0.72548  0.177
8 H 0.57442 -1.92272 -0.18903  0.198
9 H -2.02915 -0.94437 1.27602  0.137

Force components x, y, z for each atom (eV/Å):
S 0.8939 0.2053 -0.2391
S 0.6098 -0.6367 1.6781
O -4.4025 1.3507 -2.0776
N -0.5448 0.6597 -1.5873
C -0.4330 2.2428 1.0439
C 2.6163 -0.0709 1.8867
H 2.7061 -2.0407 1.3904
H -1.5986 -2.3363 -0.3542
H 0.1530 0.6260 -1.7407

**HOMO energy**: -8.42 eV
**Structure (SMILES)**: O=CN(S)C=S
**HOMO-LUMO gap**: 0.306 Ha
**ΔE to the lowest compared entry with this formula, charge and spin**: 2.6360 eV
**F_max**: 5.05 eV/Å